one:
The following is a DFT calculation (ωB97M-V/def2-TZVPD) of C3H8N2O in the gas phase.

```
14
Properties=species:S:1:pos:R:3:lowdin_charge:R:1
O -0.32470 -1.13652 1.47016 0.06
H -0.95215 1.89834 1.62822 0.08
N 0.41919 0.40404 -0.04790 0.05
H 1.49575 -1.30884 0.03569 0.11
N 0.86562 -1.13816 -1.92269 0.01
C 1.33788 -0.52583 -0.70443 -0.27
H -2.23069 1.16093 0.65368 0.08
H 0.05698 -1.75058 -1.80128 0.08
H 2.27605 0.00616 -0.85653 0.11
C -0.41245 -0.05875 0.93371 -0.56
H 0.66229 -0.43329 -2.62531 0.06
C -1.44922 0.95570 1.38242 -0.01
H -1.92812 0.64148 2.30646 0.08
H 0.18356 1.28534 -0.45218 0.12
```

The LUMO energy is 0.8 eV. The HOMO energy comes out at -9.47 eV. The structure (SMILES) is CC(=O)NCN. Its HOMO-LUMO gap is 10.313 eV.

two:
The following is a DFT calculation (ωB97M-V/def2-TZVPD) of 2 unconnected molecules or ions with the total composition C3H8N2O.

```
14
Properties=species:S:1:pos:R:3:lowdin_charge:R:1
N -3.17150 2.26255 0.02301 0.05
H 0.83979 -2.77260 0.39337 0.13
H -1.40297 2.19040 -1.05109 0.10
H -1.11720 1.63779 1.89628 0.04
C -0.84379 1.95321 0.88967 -0.06
H -3.70943 2.22038 0.86992 0.09
H 0.52886 -1.05621 -0.82687 0.07
C 1.79413 -2.29885 0.05425 -0.41
H -3.48685 2.70976 -0.81068 0.07
H 1.93045 -1.51458 -1.79152 0.10
N 1.49305 -1.32727 -0.90018 0.09
C -1.79577 2.10545 -0.03819 -0.32
O 2.85542 -2.85436 0.14070 0.03
H 0.12337 2.40682 0.73516 0.04
```

The LUMO energy is 0.8 eV. The HOMO energy comes out at -8.24 eV. The structure (SMILES) is C=CN.NC=O. Its HOMO-LUMO gap is 9.059 eV.

three:
The following is a DFT calculation (ωB97M-V/def2-TZVPD) of C3H8N2O in the gas phase.

```
14
Properties=species:S:1:pos:R:3:lowdin_charge:R:1
N -0.42141 0.52010 -0.55947 -0.02
H -2.44489 -1.48822 -0.71492 0.12
N -1.34392 0.17477 0.41684 -0.14
H -2.03715 0.89801 0.44883 0.11
C 0.93470 0.48687 -0.29623 -0.49
H 0.49501 -1.15343 1.27632 0.10
H -0.65318 0.44760 -1.59356 0.18
C -1.85875 -1.18895 0.31975 -0.13
H 2.39184 -0.69856 1.13151 0.09
H 1.12441 0.54531 1.85675 0.09
C 1.33956 -0.25468 1.04909 -0.03
O 1.80657 0.71540 -1.15493 0.00
H -0.97435 -1.88181 0.25917 0.06
H -2.48997 -1.51558 1.13812 0.06
```

The LUMO energy is 0.8 eV. The HOMO energy comes out at -9.53 eV. The structure (SMILES) is CNNC(C)=O. Its HOMO-LUMO gap is 10.345 eV.

four:
The following is a DFT calculation (ωB97M-V/def2-TZVPD) of C3H8N2O in the gas phase.

```
14
Properties=species:S:1:pos:R:3:lowdin_charge:R:1
H -1.80101 1.01932 0.73816 0.05
C 0.81946 0.26846 -0.06256 -0.55
H 0.49097 -0.11418 -1.97401 0.09
H 2.58882 0.95296 -0.66431 0.08
H 0.73817 1.06627 0.68475 0.15
N 2.18764 0.05104 -0.43071 0.06
C -1.98171 -0.03378 0.91795 0.01
H -2.98232 -0.30764 1.24054 0.05
H -1.36664 -2.04105 0.74006 0.11
H -0.76616 0.77916 -1.24990 0.06
C -1.10777 -0.99482 0.60287 -0.20
N 0.23189 0.62269 -1.32227 0.07
H 2.67551 -0.32574 0.37443 0.08
O 0.27315 -0.94269 0.40503 -0.06
```

The LUMO energy is 1.1 eV. The HOMO energy comes out at -9.30 eV. The structure (SMILES) is C=COC(N)N. Its HOMO-LUMO gap is 10.363 eV.

one (1.549 eV below the next structure)

one:
The following is a DFT calculation (ωB97M-V/def2-TZVPD) of C3H8N2O in the gas phase.

```
14
Properties=species:S:1:pos:R:3:lowdin_charge:R:1
H -0.50511 3.02338 0.93246 0.08
H -0.78465 0.83335 1.49405 0.12
H -0.81612 -1.32409 1.24961 0.10
C -0.30125 2.36166 0.09701 -0.08
N -0.46099 0.98453 0.55491 -0.01
C 0.34948 -0.01928 0.03630 -0.49
H -1.56036 -2.42869 -0.59752 0.06
H 0.80271 -1.91877 0.85363 0.11
H -0.07668 -2.93036 -0.98174 0.07
N -0.60867 -2.11432 -0.71099 0.01
C -0.07695 -1.42730 0.45466 -0.20
H 0.68291 2.43065 -0.36702 0.08
H -1.00424 2.57015 -0.71006 0.08
O 1.32511 0.22688 -0.63690 0.06
```

The LUMO energy is 0.9 eV. The HOMO energy comes out at -9.16 eV. The structure (SMILES) is CNC(=O)CN. Its HOMO-LUMO gap is 10.039 eV.

two:
The following is a DFT calculation (ωB97M-V/def2-TZVPD) of C3H8N2O in the gas phase.

```
14
Properties=species:S:1:pos:R:3:lowdin_charge:R:1
H 2.31729 0.07930 1.24456 0.12
H 0.88968 0.20988 -1.92224 0.14
N 0.98518 -0.78154 0.04157 -0.09
H -1.61399 -0.01597 1.66230 0.09
H -0.02242 -1.53619 -1.52204 0.13
C 0.38967 -0.52455 -1.21001 -0.12
N -0.15886 1.45222 0.04389 0.09
H 0.46402 1.68071 0.73600 0.04
H -2.42816 -0.43257 0.03705 0.09
H 0.10068 2.00491 -0.75708 0.08
C -0.35301 0.06297 -0.05884 -0.54
O 2.14964 0.01271 0.25489 -0.09
C -1.49555 -0.53792 0.67162 -0.05
H -1.22414 -1.67396 0.77833 0.11
```

The LUMO energy is 0.9 eV. The HOMO energy comes out at -8.71 eV. The structure (SMILES) is C[C@]1(N)CN1O. Its HOMO-LUMO gap is 9.595 eV.

one (3.234 eV below the next structure)

one:
The following is a DFT calculation (ωB97M-V/def2-TZVPD) of C3H8N2O in the gas phase.

```
14
Properties=species:S:1:pos:R:3:lowdin_charge:R:1
H 2.21682 -0.36310 -1.48180 0.08
H -1.04793 -0.66408 1.35970 0.13
H 2.82130 0.71700 -0.21666 0.08
H -2.27562 1.11632 -0.65933 0.08
N -1.09235 -0.00270 0.60062 -0.01
C -2.40537 0.42538 0.17420 -0.09
H 1.18821 -0.48417 1.28656 0.12
N 1.13704 -0.49360 0.27849 -0.01
H 3.11334 -1.03883 -0.10222 0.08
C -0.02084 0.03462 -0.26569 -0.58
H -3.03396 -0.40747 -0.16250 0.08
H -2.91225 0.94467 0.99435 0.08
C 2.39332 -0.27600 -0.40973 -0.09
O -0.08172 0.49196 -1.39599 0.05
```

The LUMO energy is 0.9 eV. The HOMO energy comes out at -9.39 eV. The structure (SMILES) is CNC(=O)NC. Its HOMO-LUMO gap is 10.280 eV.

two:
The following is a DFT calculation (ωB97M-V/def2-TZVPD) of C3H8N2O in the gas phase.

```
14
Properties=species:S:1:pos:R:3:lowdin_charge:R:1
H 0.23536 -1.68536 0.25903 0.12
H -2.16977 -1.33251 0.97707 0.05
C -1.54792 -0.09889 -0.34608 -0.20
H 1.47526 1.50481 -0.20240 0.09
H 2.68614 -1.13052 -0.41889 0.02
H 0.58410 -0.66521 -1.28758 0.12
H -1.73590 0.47227 -1.25339 0.10
H 0.16662 2.48263 0.38106 0.09
H -0.27619 0.38167 1.50548 0.14
N -2.45484 -0.80578 0.14887 0.09
C -0.07161 0.46492 0.43493 -0.38
N 0.46307 1.63295 -0.07626 0.05
O 2.17817 -0.48914 0.08966 -0.20
C 0.46752 -0.73183 -0.21149 -0.10
```

The LUMO energy is 0.8 eV. The HOMO energy comes out at -8.85 eV. The structure (SMILES) is [H]/N=C\[C@H](N)CO. Its HOMO-LUMO gap is 9.613 eV.

three:
The following is a DFT calculation (ωB97M-V/def2-TZVPD) of 2 unconnected molecules or ions with the total composition C3H8N2O.

```
14
Properties=species:S:1:pos:R:3:lowdin_charge:R:1
H 0.71225 -1.79006 -0.30138 0.09
O -0.44652 -0.00244 -2.14672 0.09
H 1.88767 0.65696 1.27865 0.08
H 1.86039 0.40532 -0.48667 0.09
C 1.28021 0.76684 0.36873 -0.10
N -2.04469 0.97104 -0.63896 0.10
H -0.60127 0.41583 1.12072 0.11
H 0.75798 -1.69093 1.48007 0.08
C -1.10008 0.42515 -1.25344 -0.48
H 1.04770 1.82413 0.21226 0.09
C 0.19006 -1.40903 0.58198 -0.10
H -2.77671 1.27283 -1.27255 0.06
N 0.03252 0.02615 0.43142 -0.22
H -0.79950 -1.87180 0.62588 0.09
```

The LUMO energy is 0.9 eV. The HOMO energy comes out at -9.59 eV. The structure (SMILES) is N=C=O.CNC. Its HOMO-LUMO gap is 10.517 eV.

four:
The following is a DFT calculation (ωB97M-V/def2-TZVPD) of 2 unconnected molecules or ions with the total composition C3H8N2O.

```
14
Properties=species:S:1:pos:R:3:lowdin_charge:R:1
N 0.80093 0.57461 1.35783 0.02
H -0.55785 -0.00633 -0.67287 0.04
H 2.51020 -1.34608 -0.85851 0.05
H -1.48457 0.90654 -1.96088 0.09
N -1.37044 0.39572 -1.11014 0.11
H 2.58531 -0.38342 1.63111 0.10
H -3.29482 0.00484 -1.09471 0.12
H -0.05229 0.54808 0.83152 0.01
H 1.34051 0.02654 -1.21043 0.02
C 1.91635 -0.49918 -0.48052 -0.04
C -2.47406 -0.00884 -0.35366 -0.40
C 1.90276 -0.15695 0.82057 -0.24
O -2.43137 -0.30296 0.80692 0.04
H 0.60933 0.24744 2.29378 0.08
```

The LUMO energy is 0.9 eV. The HOMO energy comes out at -8.33 eV. The structure (SMILES) is C=CN.NC=O. Its HOMO-LUMO gap is 9.247 eV.

one (1.231 eV below the next structure)

one:
The following is a DFT calculation (ωB97M-V/def2-TZVPD) of 2 unconnected molecules or ions with the total composition C3H8N2O.

```
14
Properties=species:S:1:pos:R:3:lowdin_charge:R:1
H -3.00071 -0.44571 0.41398 0.06
H 0.38200 2.56590 0.08521 0.08
C -2.36650 -0.77544 -0.40123 0.00
C -1.20283 -1.40021 -0.28353 -0.31
C 1.83080 1.16023 0.02868 -0.37
H -2.74664 -0.43674 -1.35735 0.05
H -0.02055 1.04359 0.79272 0.07
O -0.65643 -1.77649 0.90907 -0.03
H 2.49952 1.94532 -0.33110 0.12
H -0.64004 -1.68593 -1.16940 0.11
N 0.67305 1.71274 0.51130 0.08
H 0.24823 -1.44443 0.86519 0.05
N 2.04346 -0.08636 0.12431 0.07
H 2.95664 -0.37646 -0.18784 0.04
```

The LUMO energy is 0.9 eV. The HOMO energy comes out at -9.16 eV. The structure (SMILES) is [H]/N=C/N.C=CO. Its HOMO-LUMO gap is 10.065 eV.

two:
The following is a DFT calculation (ωB97M-V/def2-TZVPD) of C3H8N2O in the gas phase.

```
14
Properties=species:S:1:pos:R:3:lowdin_charge:R:1
H -2.05230 1.03177 -0.66791 0.09
C -1.05115 -0.58587 1.07863 -0.09
H -1.10739 0.26746 1.76353 0.02
H -0.69020 1.26699 -1.82299 0.09
C 1.03907 -0.24497 -0.58854 -0.54
H -0.42082 -1.38544 1.47236 0.00
H 2.76574 -0.85544 0.26225 0.12
H 1.38721 -0.87524 1.33014 0.08
H -1.13067 -0.91012 -0.33419 0.14
C -0.96991 1.12822 -0.77889 -0.05
N -0.36911 -0.10433 -0.26214 -0.21
O 1.46084 0.09886 -1.67161 0.08
N 1.76840 -0.81139 0.39829 0.18
H -0.62971 1.97949 -0.17891 0.10
```

The LUMO energy is 0.8 eV. The HOMO energy comes out at -7.70 eV. Its HOMO-LUMO gap is 8.452 eV.

three:
The following is a DFT calculation (ωB97M-V/def2-TZVPD) of 2 unconnected molecules or ions with the total composition C3H8N2O.

```
14
Properties=species:S:1:pos:R:3:lowdin_charge:R:1
H 2.72317 -1.87367 -0.27784 0.14
H 0.45049 -0.51369 1.01738 0.11
O -0.28462 1.50817 -0.18605 -0.03
C 1.81031 -1.21707 -0.09827 -0.35
N 1.06083 -1.35991 0.99785 0.10
C -2.47448 1.15663 0.44520 -0.06
N 1.43581 -0.36101 -1.00160 0.03
H 1.98579 -0.27239 -1.84790 0.05
H 0.61709 1.17927 -0.45331 0.07
H -2.87978 0.14530 0.74094 0.05
H -3.21782 2.01959 0.52219 0.07
H 1.58325 -1.74794 1.73631 0.08
C -1.45176 0.95669 -0.34565 -0.38
H -1.35829 0.38003 -1.24925 0.11
```

The LUMO energy is 0.7 eV. The HOMO energy comes out at -7.20 eV. The structure (SMILES) is [H]/N=C/N.C=CO. Its HOMO-LUMO gap is 7.941 eV.

one (2.240 eV below the next structure)

one:
The following is a DFT calculation (ωB97M-V/def2-TZVPD) of CH2N2O2S in the gas phase.

```
8
Properties=species:S:1:pos:R:3:lowdin_charge:R:1
H -1.48059 1.36060 -0.04664 0.12
H -1.63510 -1.24312 -0.40852 0.15
C -0.74150 0.60733 -0.10059 -0.31
N 0.40337 1.11165 -0.25997 -0.16
S 1.69025 -0.00052 -0.20159 1.01
N -0.86274 -0.70715 -0.04150 -0.06
O 0.34531 -1.36515 -0.06992 -0.30
O 2.28100 0.23635 1.12874 -0.45
```

The LUMO energy is 0.1 eV. The HOMO energy comes out at -9.43 eV. Its HOMO-LUMO gap is 9.550 eV.

two:
The following is a DFT calculation (ωB97M-V/def2-TZVPD) of CH2N2O2S in the gas phase.

```
8
Properties=species:S:1:pos:R:3:lowdin_charge:R:1
N 0.29188 -0.28803 0.01278 0.06
H -2.22916 -1.03530 1.10576 -0.10
H -0.78141 1.03499 -1.17536 0.09
N 1.60704 0.01527 0.08480 -0.48
O 2.36283 -0.81728 -0.32864 0.09
S -2.37189 -0.19340 0.04551 0.81
O 1.88129 1.03249 0.67138 0.08
C -0.76057 0.25126 -0.41622 -0.54
```

The LUMO energy is -0.1 eV. The HOMO energy comes out at -10.32 eV. The structure (SMILES) is O=[N+]([O-])/N=C/S. Its HOMO-LUMO gap is 10.182 eV.

one (1.499 eV below the next structure)

one:
The following is a DFT calculation (ωB97M-V/def2-TZVPD) of 2 unconnected molecules or ions with the total composition CH2N2O2S.

```
8
Properties=species:S:1:pos:R:3:lowdin_charge:R:1
N -1.02295 -0.84190 -1.26903 -0.09
N -1.11992 -0.53734 -0.00843 0.02
H 1.58628 1.77912 -0.58893 0.05
O -1.60479 -0.19234 -2.09439 0.02
S -0.35801 -1.05371 2.58763 0.77
O 1.25286 1.01549 -0.10779 -0.06
H 1.99484 0.65545 0.38374 0.04
C -0.72831 -0.82477 1.09719 -0.75
```

The LUMO energy is -1.0 eV. The HOMO energy comes out at -9.31 eV. The structure (SMILES) is O=NN=C=S.O. Its HOMO-LUMO gap is 8.354 eV.

two:
The following is a DFT calculation (ωB97M-V/def2-TZVPD) of CH2N2O2S in the gas phase.

```
8
Properties=species:S:1:pos:R:3:lowdin_charge:R:1
N 0.41335 0.77242 0.55271 0.04
H -0.44198 0.32864 0.24485 0.09
O 1.39143 0.12522 -0.21377 -0.45
N 0.91502 -2.47653 -2.63606 0.11
H 0.48228 0.47028 1.44342 0.02
O 0.66998 -2.00115 0.98194 -0.46
C 1.28698 -2.04669 -1.64145 -0.34
S 1.75300 -1.56122 0.07438 0.99
```

The LUMO energy is -0.6 eV. The HOMO energy comes out at -10.98 eV. Its HOMO-LUMO gap is 10.415 eV.

one (0.503 eV below the next structure)